Record 1
{
  "formula": "C4H6O2",
  "method": "wB97M-V/def2-TZVPD",
  "homo_lumo_gap_ev": 10.36,
  "largest_force_ha_per_bohr": 0.0331,
  "total_energy_ev": -8336.61431,
  "species": ["O", "C", "C", "C", "C", "O", "H", "H", "H", "H", "H", "H"],
  "coordinates": [[1.6488, -0.4449, -0.7926], [0.8469, 0.1285, 0.2044], [-0.4780, 0.9360, -0.0338], [-1.1691, -0.3281, -0.5675], [-0.3348, -0.6741, 0.6928], [-0.8482, 0.5637, 1.3286], [2.5260, -0.0396, -0.7597], [1.4255, 0.6474, 0.9786], [-0.2385, 1.9342, -0.3403], [-2.2434, -0.5126, -0.4211], [-0.8268, -0.6192, -1.5595], [-0.3085, -1.5912, 1.2703]],
  "forces_ev_per_angstrom": [[0.0, 0.3, -0.2], [0.0, 0.0, 0.3], [1.3, 0.0, -0.4], [0.2, -0.1, -0.2], [0.0, -0.8, 0.3], [0.2, 0.1, 0.0], [-0.4, -0.1, -0.1], [-0.1, -0.4, 0.0], [-1.4, 1.0, -0.1], [0.3, 0.6, -0.1], [0.1, -0.4, 0.2], [-0.3, -0.1, 0.2]],
  "nbo_charge": [-0.714, 0.068, 0.046, -0.420, 0.060, -0.512, 0.480, 0.169, 0.198, 0.219, 0.214, 0.190]
}



Record 2
{
  "formula": "C4H6O2",
  "method": "wB97M-V/def2-TZVPD",
  "homo_lumo_gap_ev": [8.63, 8.63],
  "largest_force_ha_per_bohr": 0.0220,
  "total_energy_ev": -8333.39765,
  "species": ["O", "C", "C", "C", "C", "O", "H", "H", "H", "H", "H", "H"],
  "coordinates": [[-0.0613, 1.1662, -1.2913], [0.1901, 0.0303, -0.5463], [-0.9168, -1.0410, -0.5413], [-0.7296, -0.1667, 0.6425], [1.4588, 0.0177, 0.1145], [2.5218, -0.3885, 0.3508], [-0.5659, 1.7735, -0.7202], [-0.7371, -2.1081, -0.4275], [-1.5862, -0.7766, -1.3541], [-0.2689, -0.7541, 1.4490], [-0.1322, 1.1001, 1.2038], [0.8122, 1.2684, 1.1866]],
  "forces_ev_per_angstrom": [[-0.1, 0.1, 0.1], [0.1, 0.0, 0.1], [-0.1, -0.2, -0.2], [-0.1, -0.1, 0.1], [0.8, -0.3, 0.3], [-1.0, 0.4, -0.2], [0.1, -0.1, -0.1], [0.0, 0.1, -0.1], [0.0, -0.1, 0.1], [0.0, 0.1, -0.1], [0.2, 0.0, -0.1], [0.1, 0.1, 0.1]],
  "nbo_charge": [-0.668, -0.002, -0.359, -0.449, 0.746, -0.416, 0.486, 0.229, 0.245, 0.202, 0.138, -0.151]
}



Record 3
{
  "formula": "C4H6O2",
  "method": "wB97M-V/def2-TZVPD",
  "smiles": "CC(=O)C(C)=O",
  "homo_lumo_gap_ev": 9.33,
  "largest_force_ha_per_bohr": 0.0857,
  "total_energy_ev": -8336.96311,
  "species": ["C", "C", "C", "C", "H", "H", "H", "H", "H", "H", "O", "O"],
  "coordinates": [[1.4830, 1.1499, 0.1410], [0.7707, -0.1494, -0.0844], [-0.7979, -0.1884, 0.0383], [-1.5614, 1.1171, -0.1262], [0.8271, 2.1113, -0.3863], [2.5368, 0.8336, -0.4739], [1.7075, 1.3546, 1.4414], [-0.8828, 2.0820, 0.3685], [-2.6257, 0.9124, 0.3710], [-1.5308, 1.2889, -1.3068], [1.3482, -1.2211, -0.1566], [-1.2730, -1.2987, 0.1783]],
  "forces_ev_per_angstrom": [[1.9, 1.6, -0.3], [-0.2, -1.4, 1.5], [0.4, -1.1, -0.5], [0.3, 1.3, 0.4], [2.5, -2.8, 1.7], [-2.6, 1.8, 2.0], [-0.8, -0.6, -4.3], [-2.5, -2.9, -1.3], [2.2, 1.0, -1.5], [-0.6, -0.1, 2.5], [-0.5, 1.6, -0.3], [-0.2, 1.7, 0.0]],
  "nbo_charge": [-0.754, 0.438, 0.466, -0.738, 0.236, 0.270, 0.275, 0.236, 0.265, 0.256, -0.476, -0.475]
}



Record 4
{
  "formula": "C4H6O2",
  "method": "wB97M-V/def2-TZVPD",
  "homo_lumo_gap_ev": 11.14,
  "largest_force_ha_per_bohr": 0.0256,
  "total_energy_ev": -8337.80346,
  "species": ["O", "C", "O", "C", "C", "C", "H", "H", "H", "H", "H", "H"],
  "coordinates": [[1.3453, 1.6931, 1.4798], [0.2421, 1.7574, 1.0350], [-0.7408, 0.7306, 1.0805], [-0.2004, 0.0661, -0.0336], [-0.7528, -0.9438, -0.9597], [0.4145, -1.2750, -0.0258], [-0.2000, 2.5901, 0.4743], [0.4247, 0.8087, -0.5519], [-1.7043, -1.4334, -0.7916], [-0.5190, -0.7433, -2.0022], [0.2075, -1.9577, 0.7932], [1.4251, -1.3172, -0.4163]],
  "forces_ev_per_angstrom": [[-0.9, 0.1, 0.0], [-0.3, 0.3, 1.2], [0.8, 0.4, 0.1], [0.7, 0.1, -0.9], [-0.2, -0.1, -0.1], [0.2, -0.2, -0.1], [0.3, 0.3, 0.1], [-0.2, -0.8, -0.6], [0.1, 0.1, 0.2], [-0.2, -0.2, 0.1], [-0.1, 0.2, -0.1], [-0.1, -0.3, -0.1]],
  "nbo_charge": [-0.513, 0.643, -0.530, 0.061, -0.427, -0.433, 0.127, 0.174, 0.231, 0.218, 0.230, 0.218]
}



Record 5
{
  "formula": "C4H6O2",
  "method": "wB97M-V/def2-TZVPD",
  "homo_lumo_gap_ev": [7.47, 7.37],
  "largest_force_ha_per_bohr": 0.0725,
  "total_energy_ev": -8334.10236,
  "species": ["C", "C", "C", "C", "O", "O", "H", "H", "H", "H", "H", "H"],
  "coordinates": [[-0.9322, -1.7170, -1.5734], [0.0433, 0.4833, 0.8926], [-0.7707, -0.3087, -1.4373], [0.9935, 1.4863, 1.5159], [-0.0823, -1.0797, -2.3954], [0.1087, 0.2138, -0.3322], [-0.4861, -2.2721, -0.7874], [-1.7705, -2.2054, -2.0349], [-0.8572, 0.1243, 1.4685], [0.5129, 2.3791, 1.9686], [1.4831, 1.7113, 0.5966], [1.7574, 1.1848, 2.1184]],
  "forces_ev_per_angstrom": [[-1.6, -2.3, 1.9], [-1.9, -0.4, 1.0], [-1.4, 2.3, -0.7], [-2.4, 0.8, -2.7], [2.4, 2.1, -0.9], [1.7, -0.6, 0.4], [0.5, -1.1, 0.7], [-0.6, 0.0, 0.0], [0.9, 0.1, -0.6], [0.0, -0.6, -0.4], [0.8, 1.3, -0.6], [1.6, -1.6, 2.0]],
  "nbo_charge": [-0.169, 0.369, 0.189, -0.704, -0.489, -0.391, 0.149, 0.172, 0.153, 0.237, 0.243, 0.241]
}



Record 6
{
  "formula": "C4H6O2",
  "method": "wB97M-V/def2-TZVPD",
  "homo_lumo_gap_ev": 9.81,
  "largest_force_ha_per_bohr": 0.0702,
  "total_energy_ev": -8334.64578,
  "species": ["C", "O", "C", "C", "O", "C", "H", "H", "H", "H", "H", "H"],
  "coordinates": [[-1.0088, -1.2454, -0.9196], [-0.6277, -1.6041, 0.4030], [-0.3395, -0.2711, 0.0368], [1.0640, 0.1275, -0.3182], [1.2106, 1.4695, 0.6016], [-0.0250, 1.3912, 1.2277], [-2.0653, -1.1855, -1.1854], [-0.4334, -1.8086, -1.6839], [1.1215, 0.5743, -1.3007], [1.7283, -0.7822, -0.2948], [0.0523, 1.0445, 2.2656], [-0.6769, 2.2899, 1.1679]],
  "forces_ev_per_angstrom": [[0.0, 0.6, 0.1], [0.2, 0.7, 0.6], [0.1, 1.1, 0.4], [0.5, 1.5, 0.9], [-0.1, -3.2, -1.7], [-0.9, -1.9, -1.0], [0.1, 0.0, 0.5], [-0.1, 0.8, 0.4], [0.1, 0.0, -0.2], [0.2, 1.4, 0.8], [-0.3, -0.3, -0.3], [0.4, -0.6, -0.4]],
  "nbo_charge": [-0.136, -0.491, 0.170, -0.110, -0.575, 0.024, 0.189, 0.177, 0.198, 0.208, 0.167, 0.178]
}



Record 7
{
  "formula": "C4H6O2",
  "method": "wB97M-V/def2-TZVPD",
  "smiles": "O=C1CCOC1",
  "homo_lumo_gap_ev": 10.60,
  "largest_force_ha_per_bohr": 0.0725,
  "total_energy_ev": -8338.09299,
  "species": ["O", "C", "C", "C", "O", "C", "H", "H", "H", "H", "H", "H"],
  "coordinates": [[0.6743, 2.0046, 0.9070], [0.3974, 1.0040, 0.2956], [-0.9556, 0.5766, -0.2789], [-0.7569, -0.9299, -0.2087], [0.5630, -1.1617, -0.6418], [1.3611, -0.1378, -0.0449], [-1.0468, 1.0452, -1.2722], [-1.7896, 0.8878, 0.3418], [-0.9718, -1.2421, 0.9649], [-1.4582, -1.7361, -0.1765], [2.1306, 0.2017, -0.7498], [1.8525, -0.5124, 0.8634]],
  "forces_ev_per_angstrom": [[-0.2, -0.5, -0.4], [0.0, 0.2, 0.0], [-0.3, -0.1, 0.3], [-0.1, -0.2, 3.7], [-0.2, -0.2, 0.2], [0.0, 0.0, 0.0], [-0.1, -0.5, 0.1], [0.0, 0.3, 0.0], [2.0, 1.7, -0.8], [-0.8, -0.5, -3.2], [-0.2, -0.1, 0.1], [-0.1, 0.1, -0.1]],
  "nbo_charge": [-0.512, 0.587, -0.549, -0.102, -0.511, -0.191, 0.236, 0.241, 0.134, 0.245, 0.217, 0.206]
}



Record 8
{
  "formula": "C4H6O2",
  "method": "wB97M-V/def2-TZVPD",
  "homo_lumo_gap_ev": 8.88,
  "largest_force_ha_per_bohr": 0.0071,
  "total_energy_ev": -8336.53498,
  "species": ["O", "C", "C", "C", "O", "C", "H", "H", "H", "H", "H", "H"],
  "coordinates": [[0.8467, 2.2555, -0.3410], [0.3602, 1.1502, -0.1638], [-0.9786, 0.6460, -0.0978], [-0.9035, -0.8283, -0.3123], [0.2138, -1.0297, 0.7194], [1.2374, -0.0874, 0.1995], [-1.8494, 1.2459, -0.3281], [-0.3550, -0.2199, 1.2292], [-1.7599, -1.4224, 0.0115], [-0.4819, -1.2389, -1.2404], [1.7015, -0.5739, -0.6617], [1.9687, 0.1030, 0.9855]],
  "forces_ev_per_angstrom": [[-0.1, -0.2, 0.0], [0.0, 0.0, 0.1], [0.0, 0.2, -0.3], [0.0, -0.1, 0.0], [-0.1, 0.1, 0.1], [0.1, 0.1, -0.1], [0.1, -0.1, 0.0], [0.2, -0.2, 0.0], [0.2, 0.1, 0.0], [-0.1, 0.1, 0.1], [-0.1, 0.1, 0.1], [-0.2, 0.0, -0.1]],
  "nbo_charge": [-0.608, 0.470, -0.634, -0.083, -0.520, -0.189, 0.243, 0.487, 0.210, 0.186, 0.213, 0.223]
}



Record 9
{
  "formula": "C4H6O2",
  "method": "wB97M-V/def2-TZVPD",
  "smiles": "CCC(=O)C=O",
  "homo_lumo_gap_ev": 9.47,
  "largest_force_ha_per_bohr": 0.0113,
  "total_energy_ev": -8339.52565,
  "species": ["C", "C", "C", "O", "C", "O", "H", "H", "H", "H", "H", "H"],
  "coordinates": [[-1.6923, -0.3679, 0.6397], [-0.1897, -0.2722, 0.8562], [0.4973, 0.5200, -0.2237], [-0.0563, 1.2841, -0.9835], [2.0121, 0.3536, -0.3847], [2.6189, -0.5955, 0.0451], [-2.1260, 0.6269, 0.5155], [-1.9200, -0.9411, -0.2637], [-2.1770, -0.8579, 1.4877], [0.2925, -1.2520, 0.9325], [0.0386, 0.2387, 1.8041], [2.4908, 1.1629, -0.9719]],
  "forces_ev_per_angstrom": [[-0.1, 0.0, 0.0], [0.0, 0.0, 0.0], [-0.2, 0.2, -0.1], [0.2, -0.3, 0.3], [0.3, -0.3, 0.1], [-0.3, 0.5, -0.2], [0.0, -0.1, 0.0], [0.0, 0.1, 0.1], [0.1, 0.1, -0.1], [0.0, 0.1, 0.0], [0.0, -0.1, -0.1], [-0.1, -0.1, 0.0]],
  "nbo_charge": [-0.605, -0.516, 0.485, -0.497, 0.346, -0.476, 0.223, 0.214, 0.214, 0.243, 0.238, 0.131]
}



Record 10
{
  "formula": "C4H6O2",
  "method": "wB97M-V/def2-TZVPD",
  "homo_lumo_gap_ev": 9.29,
  "largest_force_ha_per_bohr": 0.0343,
  "total_energy_ev": -8336.71492,
  "species": ["O", "C", "C", "C", "O", "C", "H", "H", "H", "H", "H", "H"],
  "coordinates": [[-1.8243, 0.5600, -0.6690], [-0.6506, 1.0302, -0.2731], [-0.2589, 0.4108, 1.0652], [0.9969, -0.3913, 0.7151], [1.9820, -0.5381, 1.3968], [0.7914, -0.7570, -0.7267], [-2.0100, 0.9578, -1.5355], [0.4467, 0.3364, -1.1081], [-1.0384, -0.2578, 1.4519], [-0.0412, 1.1955, 1.7942], [1.6645, -1.0947, -1.2800], [-0.0581, -1.4519, -0.8307]],
  "forces_ev_per_angstrom": [[0.0, 0.1, -0.1], [-0.6, 0.7, 0.6], [-0.1, 0.1, 0.1], [0.1, 0.2, 0.0], [-0.6, 0.0, -0.3], [0.2, 0.3, -0.3], [-0.1, -0.1, 0.3], [0.8, -1.6, -0.2], [0.1, 0.0, 0.0], [0.0, -0.1, 0.0], [0.0, 0.0, 0.1], [0.3, 0.3, -0.1]],
  "nbo_charge": [-0.659, 0.223, -0.657, 0.606, -0.518, -0.697, 0.498, 0.241, 0.231, 0.257, 0.239, 0.236]
}